(1)
A molecular structure, C35H46HgN6O3P2 at a distorted geometry, computed with the ωB97M-V functional and the def2-TZVPD basis.

Output
- LUMO (alpha / beta): -0.1579 / -0.1734 Eh
- Orbital gap (alpha / beta): 0.1335 / 0.0902 hartree
- HOMO energy (alpha / beta): -7.93 / -7.17 eV
- Largest force on an atom: 5.1 eV/A
- Molecular weight: 861.33 g/mol

Structure (ORCA input):
```
! RIJCOSX wB97M-V def2-TZVPD def2/J DEFGRID3
* xyz 0 1
Hg -0.2703 2.7499 2.2105
C 2.7659 -2.3276 -0.3317
C 2.0721 -1.2008 -0.4415
C 0.6456 -1.0942 -0.9129
C -0.3329 -0.9415 0.2449
C -0.6513 -2.1217 1.1507
C -0.0375 -3.3072 1.0997
C 0.6504 -3.9218 -0.0928
C 2.1891 -3.6746 -0.0588
C 1.0472 1.1874 3.0732
H 3.8532 -2.2453 -0.1274
H 2.5602 -0.2125 -0.3327
H 0.3747 -1.8527 -1.6590
H 0.6568 -0.1137 -1.4280
H 0.0787 -0.0996 0.8252
H -1.3017 -0.5646 -0.1010
H -1.3033 -1.8833 2.0114
H -0.1475 -3.9666 1.9853
H 0.1379 -3.7107 -1.0481
H 0.5667 -5.0147 0.0662
H 2.5400 -3.7988 0.9687
H 2.7082 -4.4914 -0.5372
H 1.8525 0.9250 2.3668
H 0.4966 0.2712 3.3529
H 1.5875 1.4534 3.9932
P -4.3208 1.8747 0.1734
P -2.4033 2.6892 -2.2728
N -5.3127 0.4325 0.5868
N -5.5975 2.9764 0.8438
N -2.4178 1.2514 -3.3218
N -2.0022 3.7842 -3.6850
C -5.0050 1.9170 -1.5667
C -4.2470 2.9637 -2.4151
C -4.7889 -0.6435 1.3038
C -5.7587 -1.6366 1.4125
C -6.9192 -1.1714 0.7111
C -6.6098 0.0853 0.2018
C -5.2818 3.9017 1.8406
C -6.3826 4.7170 2.0616
C -7.4000 4.3105 1.1433
C -6.9060 3.2351 0.4350
C -1.7095 0.1199 -2.9200
C -1.9695 -0.9226 -3.7913
C -2.9404 -0.4455 -4.7285
C -3.2267 0.8664 -4.3881
C -2.3294 3.8007 -5.0457
C -1.8427 4.9698 -5.6326
C -1.2487 5.7463 -4.5760
C -1.3986 5.0163 -3.4030
H -6.0852 2.1411 -1.6444
H -4.8857 0.9204 -2.0236
H -4.6406 2.9340 -3.4535
H -4.4295 3.9838 -2.0258
H -3.7706 -0.6024 1.6457
H -5.6506 -2.5836 1.9231
H -7.8682 -1.6711 0.5748
H -7.1934 0.7253 -0.4352
H -4.2973 3.8992 2.2807
H -6.4696 5.5030 2.8025
H -8.3876 4.7432 0.9958
H -7.3845 2.6574 -0.3455
H -1.1008 0.1683 -2.0297
H -1.5011 -1.8998 -3.7851
H -3.3728 -0.9847 -5.5572
H -3.9810 1.5280 -4.7989
H -2.8548 2.9861 -5.5065
H -1.9096 5.2298 -6.6808
H -0.7848 6.7190 -4.6757
H -1.1264 5.2456 -2.3887
C 7.4087 -2.6988 -0.0153
C 7.5797 -3.0928 1.4441
C 6.8796 -2.1441 2.4522
C 7.1820 -2.6086 3.8837
C 6.7445 -4.0347 4.2076
C 7.5063 -0.7317 2.3141
O 8.7013 -0.5550 2.1814
N 6.6062 0.3133 2.3162
C 5.1739 0.2555 2.2130
O 4.5310 1.2374 2.4979
N 4.7030 -0.9518 1.7276
C 5.3312 -2.0586 2.1802
O 4.6613 -3.0967 2.3801
H 6.3494 -2.5740 -0.2649
H 7.8379 -3.4686 -0.6701
H 7.9357 -1.7615 -0.2260
H 7.2866 -4.1431 1.5882
H 8.6477 -3.0324 1.6930
H 8.2747 -2.5304 3.9702
H 6.7463 -1.9250 4.6291
H 7.5512 -4.7432 3.9847
H 6.4915 -4.1258 5.2695
H 5.8490 -4.2748 3.6244
H 6.9953 1.2205 2.5022
*
```

Here are the Mulliken charges for atoms 1 to 4, given in e: number 1, Hg, carries 0.67; number 2, C, carries -0.40; number 3, C, carries -0.24; number 4, C, carries -1.01

(2)
A molecular structure, C35H47AsN3O3S3Si2Y at a distorted geometry, computed with the ωB97M-V functional and the def2-TZVPD basis.

Output
- LUMO: -0.0129 Eh
- Orbital gap: 0.2160 hartree
- HOMO energy: -6.23 eV
- Largest force on an atom: 2.8 eV/A
- Molecular weight: 873.98 g/mol

Structure (ORCA input):
```
! RIJCOSX wB97M-V def2-TZVPD def2/J DEFGRID3
* xyz 0 1
Y 0.3157 -0.0712 0.5774
C -1.0520 -0.5309 3.6148
N 0.3057 -0.9609 3.1950
C 0.2209 -2.4017 2.8264
C 1.5044 -2.9623 2.2248
N 1.8603 -2.3337 0.9073
C 3.1811 -1.7108 1.0434
C 1.8152 -3.2858 -0.1778
C 2.8224 -4.1986 -0.3728
C 2.7308 -5.2409 -1.2710
C 1.5107 -5.4061 -1.9532
C 0.5803 -4.4215 -1.8496
C 0.7518 -3.2039 -1.1184
S -0.3645 -1.8736 -1.4157
C 1.3850 -0.6044 4.1259
C 1.5688 -1.3652 5.3134
C 2.2107 -0.8249 6.3938
C 2.9597 0.3939 6.1968
C 2.9240 1.0760 4.9717
C 2.1835 0.5388 3.9038
S 2.3715 1.3475 2.3799
H -1.1656 -0.6895 4.7314
H -1.8178 -1.0620 3.0677
H -1.1514 0.5242 3.3877
H -0.5319 -2.4883 2.0397
H -0.0676 -3.0429 3.6847
H 1.3036 -3.9940 2.0715
H 2.3698 -2.8833 2.8921
H 3.4229 -1.2212 0.1082
H 4.0128 -2.4767 1.2311
H 3.1324 -0.9483 1.8484
H 3.7306 -4.1813 0.1639
H 3.5734 -5.9560 -1.3402
H 1.3571 -6.2902 -2.5519
H -0.3144 -4.6196 -2.3881
H 1.0813 -2.3490 5.2788
H 2.2956 -1.3417 7.3405
H 3.5731 0.7432 7.0395
H 3.3317 2.1037 4.8894
O 3.4070 -1.5889 -4.3261
C 1.0632 -0.9005 -4.1704
O 0.8942 2.2982 2.4290
O -0.2089 1.7735 1.6873
N -2.0555 0.0030 0.6817
S -2.9229 0.3989 -0.6353
C -3.8762 1.9237 -0.2379
C -3.3742 3.1459 -0.6986
C -4.1395 4.2899 -0.4863
C -5.2416 4.2064 0.3305
C -5.6115 3.0500 0.9735
C -4.9222 1.8597 0.6907
C -4.0895 -0.9793 -0.6973
C -3.9237 -2.2163 -0.0968
C -4.7534 -3.2956 -0.4298
C -5.7484 -3.1311 -1.4086
C -5.9469 -1.8903 -1.9777
C -5.1494 -0.8129 -1.5683
H -2.3142 0.5862 1.4645
H -2.4085 3.1656 -1.2129
H -3.8915 5.2584 -0.8332
H -5.9570 5.0520 0.4314
H -6.4119 2.9910 1.6766
H -5.2334 0.9029 1.0685
H -3.2276 -2.3028 0.7302
H -4.7631 -4.1830 0.2072
H -6.3378 -4.0164 -1.7802
H -6.6291 -1.6944 -2.8438
H -5.2096 0.1715 -2.0750
C 0.5342 3.8748 -0.6088
Si 2.3110 3.3400 -0.9577
C 2.8072 4.4483 -2.4942
C 3.4891 3.9694 0.3108
As 2.3279 1.0607 -1.4576
Si 1.2916 0.9450 -3.6817
C 2.0562 -1.7383 -4.5726
C 2.4620 1.6414 -5.0056
C -0.3076 1.8154 -3.6103
H 0.4898 4.9612 -0.3172
H 0.1462 3.2852 0.2033
H -0.0545 3.9220 -1.5574
H 2.5424 5.4947 -2.2801
H 2.1968 4.2395 -3.4342
H 3.9159 4.4118 -2.7219
H 3.4247 5.0798 0.3936
H 4.5350 3.8689 0.0387
H 3.4269 3.5910 1.3274
H 3.5068 -1.4278 -3.3506
H 1.8556 -2.6391 -5.2488
H 0.0232 -1.2976 -4.1405
H 3.0402 0.8219 -5.3942
H 3.0323 2.4339 -4.5810
H 1.8182 2.0337 -5.8226
H -0.9500 1.5324 -2.7498
H -0.8019 1.6132 -4.5584
H -0.0578 2.8666 -3.6318
*
```

Here are the Mulliken charges for atoms 1 to 4, given in e: number 1, Y, carries 0.87; number 2, C, carries -1.21; number 3, N, carries 1.52; number 4, C, carries -0.34

(3)
A molecular structure, C35H47BaCl2N5O2SSi, computed with the ωB97M-V functional and the def2-TZVPD basis.

Output
- LUMO: 0.0035 Eh
- Orbital gap: 0.2447 hartree
- HOMO energy: -6.56 eV
- Largest force on an atom: 0.2 eV/A
- Molecular weight: 838.18 g/mol

Structure (ORCA input):
```
! RIJCOSX wB97M-V def2-TZVPD def2/J DEFGRID3
* xyz 0 1
Ba -0.9547 1.4726 0.0809
C -4.3340 0.1564 1.0544
C -3.6542 -0.2288 2.3706
N -2.2058 -0.0578 2.3037
C -1.5661 0.3784 3.5398
C -2.0398 1.7516 4.0258
S -2.2583 3.0537 2.7715
C -4.0567 3.0143 2.4618
C -4.4762 2.6436 1.0381
N -3.8788 1.4298 0.5116
H -4.0976 -0.6035 0.3075
H -5.4244 0.1342 1.2059
H -4.0350 0.3887 3.1816
H -3.9420 -1.2572 2.6222
H -1.7583 -0.9051 1.9735
H -1.7185 -0.3274 4.3706
H -0.4940 0.4255 3.3500
H -2.9783 1.6868 4.5769
H -1.3002 2.1340 4.7293
H -4.5078 2.3531 3.1994
H -4.4370 4.0143 2.6723
H -5.5776 2.6015 1.0325
H -4.1802 3.4507 0.3657
H -3.9702 1.4078 -0.4976
Cl -1.0050 3.7818 -7.6986
C -0.7198 3.2142 -6.0760
C 0.4178 2.4353 -5.8124
C 0.6511 1.9769 -4.5476
Cl 2.0387 0.9838 -4.2261
C -0.2207 2.2511 -3.4330
O 0.0223 1.7821 -2.2907
C -1.3636 3.0614 -3.7534
C -2.3282 3.4635 -2.7596
O -2.3312 3.2104 -1.5588
C -1.5859 3.5192 -5.0668
H 1.1062 2.1946 -6.6115
H -3.1480 4.0858 -3.1668
H -2.4597 4.1271 -5.2714
C 1.3378 1.7071 1.8294
Si 2.1622 0.1083 1.9160
C 1.0430 -1.3961 1.4641
N 0.1655 -1.2863 0.2806
C 0.8951 -0.9744 -0.9596
C 1.8032 -2.0936 -1.4521
C 0.9879 -3.3665 -1.6598
C 0.1974 -3.7137 -0.3995
C -0.6214 -2.5109 0.0734
C 2.7935 -0.4561 3.6230
C 2.9329 -1.7897 4.0223
C 3.4079 -2.1273 5.2825
C 3.7591 -1.1303 6.1822
C 3.6276 0.2001 5.8120
C 3.1474 0.5269 4.5502
C 3.6441 0.0087 0.7352
C 4.6046 -0.9962 0.8726
C 5.6507 -1.1281 -0.0317
C 5.7606 -0.2487 -1.0997
C 4.8269 0.7682 -1.2472
C 3.7877 0.8944 -0.3355
H 2.0264 2.5027 1.5277
H 0.8458 2.0240 2.7561
H 0.3954 -1.5841 2.3316
H 1.6911 -2.2829 1.4049
H 1.4659 -0.0562 -0.8191
H 0.1512 -0.7594 -1.7370
H 2.6082 -2.2625 -0.7323
H 2.2822 -1.7780 -2.3821
H 1.6294 -4.1993 -1.9550
H 0.2845 -3.2049 -2.4876
H 0.8836 -4.0321 0.3890
H -0.4768 -4.5550 -0.5827
H -1.1356 -2.7558 1.0086
H -1.3931 -2.2857 -0.6717
H 2.6685 -2.5922 3.3419
H 3.5060 -3.1695 5.5620
H 4.1324 -1.3894 7.1651
H 3.8986 0.9848 6.5081
H 3.0388 1.5695 4.2701
H 4.5422 -1.6887 1.7058
H 6.3822 -1.9165 0.0996
H 6.5731 -0.3502 -1.8084
H 4.9055 1.4643 -2.0736
H 3.0654 1.6937 -0.4693
C -2.5381 -2.9528 -3.7973
N -2.1653 -1.5441 -3.8004
C -1.0410 -1.1253 -4.6404
C -2.4458 -0.8085 -2.7429
N -2.7058 -0.1714 -1.8115
H -2.7671 -3.2572 -4.8177
H -3.4250 -3.0905 -3.1834
H -1.7309 -3.5806 -3.4106
H -1.2035 -1.5057 -5.6478
H -0.0886 -1.5010 -4.2577
H -1.0019 -0.0396 -4.6756
*
```

Here are the Mulliken charges for atoms 1 to 4, given in e: number 1, Ba, carries 0.46; number 2, C, carries -0.85; number 3, C, carries -1.07; number 4, N, carries 0.77